{
  "formula": "C17H25Cl6O14",
  "method": "the ωB97M-V functional and the def2-TZVPD basis",
  "e_tot_ev": -121837.6562,
  "lumo_ev": 0.94,
  "homo_energy_ha": -0.2634,
  "charge": -1,
  "symbols": ["C", "C", "O", "O", "H", "H", "H", "C", "C", "C", "O", "C", "C", "C", "O", "O", "O", "H", "H", "H", "H", "C", "C", "C", "O", "C", "C", "C", "O", "O", "O", "H", "H", "H", "H", "O", "H", "H", "O", "H", "H", "O", "H", "H", "O", "H", "H", "C", "Cl", "Cl", "H", "H", "C", "Cl", "Cl", "H", "H", "C", "Cl", "Cl", "H", "H"],
  "positions_angstrom": [[-0.95504, -2.31690, 0.46767], [-0.71250, -0.94235, 1.05517], [-0.11492, -0.87822, 2.15413], [-0.88237, 0.05627, 0.28859], [-0.02710, -2.88827, 0.43127], [-1.28630, -2.24010, -0.56964], [-1.68746, -2.91130, 1.01574], [-1.83419, 1.19528, -4.50251], [-1.45735, 2.35169, -5.03929], [-1.36445, 3.61969, -4.25422], [-1.06989, 4.65649, -4.80532], [-1.60680, 3.50091, -2.82725], [-1.80928, 2.31837, -2.23960], [-2.06027, 1.07195, -3.06200], [-2.50947, 0.06649, -2.55565], [-1.84302, 2.19668, -0.92576], [-1.29874, 2.48605, -6.36064], [-1.94077, 0.30958, -5.11406], [-1.36078, 4.32970, -2.17391], [-1.57598, 1.27792, -0.69215], [-1.19026, 3.43343, -6.54487], [4.20348, 1.76551, 2.34532], [5.26395, 1.55876, 1.58599], [5.56157, 0.25507, 0.90283], [6.62012, 0.12352, 0.31178], [4.56791, -0.79048, 1.05393], [3.42609, -0.54742, 1.71344], [3.17944, 0.73728, 2.47643], [2.24533, 0.81167, 3.24151], [2.46224, -1.44636, 1.73021], [6.21667, 2.48673, 1.49108], [4.15008, 2.67682, 2.92446], [4.64673, -1.68361, 0.44950], [1.62020, -1.09622, 2.12657], [6.94846, 2.16467, 0.94493], [-0.79557, -2.85836, -3.33236], [-0.85340, -3.81741, -3.36341], [-1.68289, -2.54511, -3.54267], [0.29209, -0.47369, -2.26765], [-0.05479, -1.32874, -2.56028], [-0.12569, -0.34543, -1.40137], [-0.35645, 2.18577, 2.14936], [-0.64808, 1.51448, 1.50639], [0.13248, 1.67040, 2.80282], [1.56907, 2.56657, 0.09019], [0.96150, 1.92281, -0.28981], [1.26681, 2.63632, 1.01074], [-2.64317, 0.16473, 3.81880], [-3.01853, -1.56448, 4.06360], [-3.72928, 1.19529, 4.71961], [-1.60969, 0.30260, 4.10912], [-2.72255, 0.36335, 2.75666], [0.67942, -3.88757, 3.09640], [-0.14414, -5.25356, 2.36499], [1.33205, -4.28666, 4.69570], [1.48953, -3.57306, 2.44636], [0.01806, -3.03070, 3.20247], [-4.26161, -1.76897, -0.59465], [-4.23532, -3.52058, -0.89379], [-5.88644, -1.10227, -0.73003], [-3.89633, -1.58150, 0.40870], [-3.60235, -1.29351, -1.30954]],
  "atomic_forces_ev_per_a": [[-0.57, -0.24, -0.58], [1.82, -0.13, -0.60], [-0.65, 0.04, 0.32], [-0.57, 0.09, 0.39], [0.10, 0.14, 0.26], [-0.14, 0.05, 0.09], [0.05, 0.10, 0.17], [0.30, -0.54, 0.36], [-0.61, 0.14, -0.74], [-0.22, -0.40, 1.35], [0.10, 0.37, -0.74], [0.57, 0.53, 0.07], [-0.05, -0.44, 0.10], [-0.13, 0.23, -0.65], [-0.07, -0.01, 0.14], [0.18, -0.15, -0.30], [0.12, 0.03, -0.16], [-0.08, 0.00, 0.04], [-0.18, 0.19, -0.24], [-0.41, -0.21, 0.52], [0.19, 0.11, 0.15], [-0.72, 0.15, 0.43], [1.05, 0.02, -0.30], [-0.35, -0.65, 0.22], [0.05, 0.32, -0.05], [0.17, 0.33, -0.62], [-0.55, -0.16, -0.15], [0.84, 0.08, 0.32], [-0.37, -0.02, -0.08], [-0.16, 0.02, 0.23], [0.19, 0.44, 0.04], [-0.34, 0.01, -0.04], [0.23, -0.08, 0.16], [-0.08, 0.10, -0.08], [-0.11, -0.41, -0.14], [-0.22, -0.10, -0.19], [0.05, -0.01, 0.09], [-0.02, 0.07, 0.07], [0.11, 0.04, 0.04], [0.20, 0.09, -0.05], [0.07, 0.02, 0.09], [-0.05, 0.15, 0.27], [0.13, -0.08, 0.01], [0.02, -0.12, -0.07], [0.34, -0.03, 0.09], [0.01, -0.02, 0.02], [-0.30, 0.02, -0.25], [0.43, -0.57, -0.44], [-0.03, 0.05, -0.04], [-0.10, 0.23, 0.15], [-0.07, 0.14, 0.21], [-0.17, 0.12, 0.03], [0.22, 0.68, 0.03], [-0.19, -0.22, -0.08], [0.06, -0.01, -0.01], [0.13, -0.25, 0.09], [-0.23, -0.24, 0.03], [0.34, 0.01, 0.11], [-0.01, 0.01, 0.01], [-0.08, 0.07, -0.06], [-0.09, -0.13, 0.07], [-0.15, 0.06, -0.09]],
  "lowdin_charge": [-0.01, -0.64, -0.06, -0.09, 0.08, 0.05, 0.06, 0.08, -0.24, -0.33, 0.10, 0.07, -0.23, -0.31, 0.08, 0.11, 0.09, 0.13, 0.14, 0.07, 0.11, 0.07, -0.24, -0.32, 0.09, 0.07, -0.22, -0.30, 0.12, 0.09, 0.10, 0.14, 0.13, 0.08, 0.11, -0.04, 0.05, 0.05, -0.06, -0.01, -0.01, -0.07, 0.00, 0.02, -0.06, 0.01, 0.01, -1.04, 0.49, 0.53, 0.02, 0.01, -1.05, 0.52, 0.50, 0.01, 0.00, -1.03, 0.49, 0.52, 0.02, -0.02]
}

***

{
  "formula": "C34H28AsCoN4O4",
  "method": "the ωB97M-V functional and the def2-TZVPD basis",
  "e_tot_ev": -148333.7405,
  "lumo_ev": [2.64, 2.64],
  "homo_energy_ha": [-0.1510, -0.1587],
  "charge": -1,
  "multiplicity": 4,
  "symbols": ["Co", "C", "C", "N", "C", "C", "C", "C", "C", "C", "C", "N", "C", "C", "C", "C", "C", "C", "C", "C", "N", "C", "H", "H", "H", "H", "H", "H", "H", "H", "H", "H", "H", "H", "O", "C", "O", "C", "C", "C", "C", "C", "N", "C", "O", "O", "H", "H", "H", "C", "As", "C", "C", "C", "C", "C", "C", "C", "C", "H", "H", "H", "H", "H", "H", "H", "H", "H", "H", "H", "H", "H"],
  "positions_angstrom": [[0.55873, 0.32837, -1.10120], [3.05594, 1.07727, -4.82420], [2.69599, 1.01853, -3.47389], [1.54468, 0.54124, -3.06305], [0.65858, 0.08102, -3.97538], [0.92398, 0.11579, -5.37116], [2.17361, 0.63074, -5.77225], [-0.05061, -0.35056, -6.27417], [-1.25399, -0.80665, -5.79146], [-1.51826, -0.86964, -4.42287], [-0.56794, -0.47137, -3.47594], [-0.76422, -0.51230, -2.12134], [-1.68640, -1.44665, -1.65972], [-1.55791, -2.78609, -2.01375], [-2.49715, -3.74994, -1.64666], [-3.63405, -3.39441, -0.96706], [-3.81764, -2.05487, -0.57957], [-4.99190, -1.62527, 0.07596], [-5.13854, -0.30280, 0.39060], [-4.08110, 0.57450, 0.10605], [-2.96158, 0.21531, -0.47346], [-2.82094, -1.07212, -0.86700], [4.02239, 1.47341, -5.10697], [3.37651, 1.37388, -2.70643], [2.42252, 0.65792, -6.82644], [0.15202, -0.32040, -7.33827], [-2.02141, -1.12244, -6.48884], [-2.48312, -1.21178, -4.07665], [-0.67785, -3.07443, -2.57277], [-2.34092, -4.78507, -1.92631], [-4.40537, -4.11878, -0.73192], [-5.75904, -2.35192, 0.31734], [-6.04291, 0.06593, 0.85702], [-4.17079, 1.62604, 0.36044], [3.66559, -2.04077, 0.01953], [2.82115, -1.19409, -0.26437], [1.64930, -1.37816, -0.74261], [3.13519, 0.28755, -0.03064], [4.34874, 0.83036, 0.34550], [4.43880, 2.20653, 0.52196], [3.32018, 3.00096, 0.28838], [2.14556, 2.39375, -0.11052], [2.07079, 1.06619, -0.24020], [0.83630, 3.07847, -0.52224], [0.69841, 4.28462, -0.33761], [0.00498, 2.25949, -1.04741], [5.19449, 0.17195, 0.49044], [5.37064, 2.66396, 0.82906], [3.34539, 4.07613, 0.40350], [-0.96760, 1.80609, 2.21118], [-0.28569, 0.08124, 1.57355], [-1.39281, -1.19887, 2.59197], [1.31255, -0.01067, 2.82078], [0.98834, 0.09633, 4.27112], [0.87472, 1.33819, 4.90037], [0.48906, 1.44156, 6.22770], [0.22079, 0.30083, 6.97087], [0.37086, -0.94272, 6.37408], [0.75370, -1.04212, 5.04624], [-1.48162, 1.71563, 3.16804], [-1.63190, 2.21866, 1.45650], [-0.12501, 2.49035, 2.31232], [-1.55841, -0.86138, 3.61367], [-0.84700, -2.14340, 2.61045], [-2.34941, -1.36785, 2.10328], [1.97430, 0.80191, 2.51370], [1.81018, -0.95727, 2.60186], [1.10039, 2.23774, 4.34067], [0.39279, 2.41877, 6.68556], [-0.09638, 0.38046, 8.00308], [0.18141, -1.84335, 6.94598], [0.87992, -2.01955, 4.59561]],
  "atomic_forces_ev_per_a": [[-0.94, -0.57, -0.14], [0.05, -0.02, -0.50], [-0.26, -0.04, 0.44], [0.09, 0.06, -0.22], [0.13, 0.00, -0.40], [-0.13, -0.03, 0.33], [0.14, 0.03, 0.27], [-0.17, -0.04, -0.28], [0.24, 0.06, -0.12], [0.21, 0.10, 0.19], [-0.68, -0.06, 0.25], [-1.04, -0.79, -1.23], [-0.08, -0.40, -0.31], [0.24, 0.46, 0.32], [-0.38, -0.12, 0.09], [0.10, -0.20, -0.08], [0.20, 0.18, 0.05], [0.07, 0.29, 0.09], [-0.27, -0.42, 0.08], [0.48, 0.16, -0.16], [-0.23, 0.30, -0.04], [-0.20, -0.34, -0.10], [0.01, 0.01, 0.03], [0.00, 0.01, 0.02], [0.00, 0.03, -0.02], [0.00, 0.01, 0.01], [-0.01, -0.02, 0.00], [0.00, -0.08, -0.02], [0.00, 0.02, -0.05], [0.03, 0.01, -0.03], [0.04, -0.03, 0.03], [-0.03, 0.00, -0.04], [0.03, 0.02, 0.04], [0.04, 0.03, 0.08], [0.15, 0.24, 0.06], [-0.40, -0.44, -0.24], [0.90, -0.28, 0.52], [-0.43, 0.03, -0.01], [0.24, -0.01, 0.12], [-0.24, -0.06, -0.09], [0.13, 0.19, 0.15], [-0.23, -0.35, -0.11], [2.52, 1.17, 0.86], [-0.48, -0.01, -0.26], [0.25, -0.05, 0.09], [0.23, 1.05, 0.48], [-0.03, -0.03, 0.03], [0.03, -0.03, -0.01], [-0.04, 0.00, -0.03], [-0.09, -0.09, -0.02], [0.10, -0.12, 0.52], [0.08, 0.13, -0.12], [-0.15, -0.02, -0.26], [-0.06, 0.01, 0.15], [0.04, 0.01, -0.05], [-0.02, 0.00, 0.05], [-0.01, 0.01, -0.01], [-0.03, -0.04, 0.06], [0.04, 0.02, -0.09], [0.04, 0.01, 0.02], [-0.07, -0.04, -0.07], [-0.01, 0.02, -0.02], [0.00, 0.03, 0.02], [-0.04, -0.01, -0.01], [-0.06, 0.07, -0.13], [-0.02, -0.03, -0.05], [0.02, 0.02, -0.06], [-0.05, 0.00, -0.04], [0.02, 0.00, -0.02], [0.03, 0.00, 0.00], [0.02, 0.00, -0.01], [-0.05, 0.00, -0.02]],
  "mulliken_spin": [2.62, 0.00, 0.01, 0.07, 0.04, 0.00, 0.00, 0.03, -0.01, 0.02, 0.01, 0.00, 0.01, 0.02, -0.01, 0.02, 0.00, 0.00, 0.00, 0.01, 0.00, 0.00, 0.00, 0.00, 0.00, 0.00, 0.00, 0.00, 0.00, 0.00, 0.00, 0.00, 0.00, 0.00, 0.00, 0.00, 0.06, -0.01, 0.01, -0.01, 0.01, -0.02, 0.02, 0.02, 0.00, 0.06, 0.00, 0.00, 0.00, 0.01, 0.02, 0.01, 0.01, -0.01, 0.00, 0.00, 0.00, 0.00, 0.00, 0.00, 0.00, 0.00, 0.00, 0.00, 0.00, 0.00, 0.00, 0.00, 0.00, 0.00, 0.00, 0.00]
}